[1]
50
Properties=species:S:1:pos:R:3:forces:R:3:nbo_charge:R:1 method="wB97M-V/def2-TZVPD" charge=0 spin_multiplicity=3
C 0.98385 4.64472 -2.17628 -0.14 -0.35 0.24 -0.168
C 1.05146 2.25714 -2.62279 -0.08 0.01 0.12 -0.206
H 1.29480 1.42346 -3.28365 -0.04 0.24 0.16 0.227
F -1.81774 1.22766 5.25487 -0.79 0.25 -0.42 -0.379
C -1.01064 -1.88257 3.61930 0.66 0.03 0.21 -0.370
C 0.44395 4.39782 -0.90800 0.08 0.15 -0.17 -0.193
H 1.75298 3.77354 -3.99307 -0.15 -0.13 0.26 0.228
C 3.33428 -2.57748 -2.05173 -0.19 0.28 0.15 -0.165
C 1.15540 -1.59207 -2.45193 0.08 -0.07 0.21 -0.204
C -4.17129 -1.02251 -1.68359 0.37 0.11 0.06 -0.147
C 2.50781 -0.88345 -0.53385 -0.48 0.08 -0.29 -0.188
C 1.27532 -2.13889 3.37846 0.04 -1.46 -2.87 -0.194
H -5.19718 -1.35555 -1.86055 0.37 0.13 0.09 0.230
C -3.83130 0.32821 -1.84882 -0.05 -0.18 -0.03 -0.229
H 4.12072 -3.27637 -2.34029 -0.25 0.19 0.09 0.228
H 0.20374 5.22316 -0.23817 0.13 -0.21 -0.17 0.236
C 0.64007 -2.77285 2.27260 1.96 0.87 1.39 -0.359
C -1.53775 -0.17369 -1.23814 -0.17 0.06 0.35 -0.440
H 2.60234 -0.27836 0.37205 0.09 -0.20 -0.20 0.262
H 1.15851 5.67300 -2.49851 -0.01 -0.35 0.08 0.228
C 0.47293 2.01523 -1.36352 0.07 0.81 0.62 -0.337
H 1.14732 -3.26693 1.45011 -0.07 0.02 0.17 0.205
Cl 2.87400 1.01194 3.71036 0.99 -0.03 -0.09 -0.728
C -3.19431 -1.94492 -1.28003 -0.11 0.06 -0.14 -0.201
H -2.27187 1.81059 -1.71263 -0.06 -0.22 -0.02 0.224
Au 0.74429 1.68326 4.09108 -1.18 -0.37 -0.59 0.284
H 2.03504 -3.11815 -3.69327 0.04 0.20 0.25 0.228
C 0.25306 -1.57916 4.20036 -2.41 0.01 0.18 -0.087
C 0.21529 3.09437 -0.48681 -0.04 -0.47 -0.32 -0.200
H -1.97782 -1.59698 4.03020 0.36 -0.06 -0.21 0.231
H -0.14720 2.87990 0.52005 0.00 0.19 -0.20 0.253
H 0.40841 -1.03869 5.13291 -0.05 -0.18 -0.33 0.232
C 1.33120 -0.78294 -1.31398 0.42 -0.39 0.38 -0.349
C -1.88758 -1.52980 -1.05737 -0.04 0.11 0.11 -0.170
C -1.32011 1.84007 4.13309 2.54 -0.03 0.41 0.639
H -1.53841 -3.01000 1.75516 0.14 0.06 0.16 0.193
H 2.34569 -2.03707 3.54784 -0.37 -0.06 -0.08 0.232
C -0.77439 -2.62229 2.42440 -0.30 0.79 1.25 -0.107
C -2.52834 0.75637 -1.61806 0.02 -0.09 0.13 -0.092
H -1.13704 -2.24270 -0.71420 -0.18 0.17 -0.08 0.238
P 0.09335 0.37058 -0.73174 -0.12 -0.16 -1.20 1.378
F -1.76414 3.12431 4.13188 -0.96 -0.19 -0.06 -0.374
C 2.16455 -2.48584 -2.81383 0.03 0.10 0.07 -0.220
H 0.23430 -1.53373 -3.03605 0.30 0.00 0.17 0.227
H 4.40500 -1.84894 -0.31286 -0.22 -0.02 -0.17 0.236
C 1.30393 3.57371 -3.01922 -0.10 -0.05 0.14 -0.211
F -1.88839 1.20335 3.05172 -0.62 0.36 0.30 -0.391
H -4.59792 1.04712 -2.14801 0.31 -0.23 0.10 0.232
H -3.46092 -2.99353 -1.13000 0.09 0.36 -0.06 0.231
C 3.50079 -1.77405 -0.91549 0.08 -0.12 -0.13 -0.194

---

[2]
187
Properties=species:S:1:pos:R:3:forces:R:3:lowdin_charge:R:1 method="wB97M-V/def2-TZVPD" charge=0
C -2.69119 0.16914 5.73101 0.78 0.92 0.37 -0.086
O 3.41121 1.68983 4.11882 0.72 0.36 0.21 -0.205
H -0.91077 -1.86796 8.72645 0.08 -0.27 0.45 0.059
O -3.35200 0.64367 -5.38652 -0.46 0.27 0.67 -0.180
H -3.84134 -2.02267 -2.94902 -0.23 -0.20 -0.36 0.116
H -4.97903 -0.07513 -1.06869 -0.45 -0.23 0.44 0.071
C 0.11735 -6.83425 -1.74486 -0.60 -0.24 -0.73 -0.169
S -3.44932 4.71097 0.84841 1.25 0.41 -1.73 0.603
H -8.61903 -3.16301 -2.25173 0.04 0.14 -0.18 0.059
O -2.50201 5.20324 -0.35633 -0.12 1.06 -0.07 -0.220
S 2.41395 -2.41689 -3.98512 0.35 0.81 0.01 0.592
H 0.76630 5.76529 2.22494 0.53 -0.01 -0.36 0.113
O -2.74180 3.67806 1.52174 -0.58 -0.56 0.03 -0.213
H -3.52370 -6.41056 -1.37367 0.46 0.41 0.01 0.132
H 2.09850 -6.89363 -2.70426 0.26 0.36 0.34 0.139
S 4.16664 0.74721 5.19812 -0.88 0.13 -0.45 0.610
C -3.21237 1.39266 -6.57867 0.85 0.40 -1.11 -0.158
H 7.44261 -3.55102 2.43574 0.09 0.24 -0.06 0.071
C 5.89264 1.56109 2.12550 -0.77 0.69 1.12 -0.191
O -2.55575 2.81603 -4.79516 -0.15 -0.61 0.91 -0.186
H 0.36653 -7.67993 -1.10655 0.38 0.25 0.11 0.130
H -1.60743 -3.53664 7.00549 -0.08 0.14 0.13 0.119
H 4.35298 -6.56660 0.38193 0.23 0.07 0.28 0.068
C -0.69057 7.26179 2.03581 -0.11 -0.15 -0.73 -0.080
O -2.91473 -5.52446 0.42755 0.70 0.35 0.33 -0.190
H -7.06286 -0.58331 -2.18863 0.50 0.09 -0.36 0.109
H 4.43186 -1.71161 0.29248 0.05 -0.02 0.17 0.072
C -2.72396 2.81343 -6.20412 -0.25 0.02 -0.56 -0.150
H -6.91346 -4.67716 -3.95300 0.32 -0.11 -0.20 0.071
S -3.22647 -4.08439 1.06417 -0.59 -0.51 -0.91 0.611
H 6.47283 1.45561 3.03942 0.64 -0.36 -0.45 0.142
C -4.82459 -4.75952 -0.72004 -0.18 0.22 0.46 -0.142
H -0.50347 7.91211 -0.48088 -0.21 -0.29 0.32 0.104
O 1.53526 -4.98344 -2.09844 0.03 1.07 0.46 -0.201
H 2.57064 -2.66827 2.60207 -0.21 0.08 -0.28 0.099
O 3.53183 -3.04882 -3.37963 0.38 0.33 0.22 -0.218
H -2.30376 -1.03791 7.45139 0.32 0.39 -0.10 0.100
N 4.08573 -3.91486 1.89126 -0.02 -0.36 0.10 -0.187
C -3.85902 3.45537 -1.20888 1.52 -0.29 0.01 -0.173
C -0.94485 0.03621 -0.84123 -0.27 0.31 -0.39 -0.132
C -3.92591 -5.96290 -0.46521 -0.62 -0.58 -0.51 -0.156
O -4.54224 4.17806 -0.19738 -0.95 0.06 1.02 -0.179
C -4.74039 -1.45527 -2.69561 -0.20 0.36 0.36 -0.244
N 1.05810 6.77305 0.36106 -0.59 -0.52 0.77 -0.172
C 5.50097 -3.91429 1.54606 0.08 -0.21 -0.39 -0.269
H -3.56237 -1.02659 -0.95247 -0.07 -0.33 0.14 0.039
C 2.79873 0.03801 -4.44410 0.74 0.45 -0.10 -0.141
O 1.95327 1.77800 -0.70942 -0.33 -0.65 0.29 -0.240
O 2.83189 0.24906 5.94396 0.94 0.34 -0.32 -0.172
H -0.05135 -3.55812 6.30057 0.35 0.28 0.10 0.099
H -1.96387 0.91960 6.06841 -0.04 -0.08 0.13 0.068
O 1.44697 -3.26488 -4.57261 -0.55 0.31 -0.31 -0.217
H 0.47553 -1.74904 3.54737 0.43 -0.15 0.28 0.060
C -4.62019 -1.09817 -1.20004 0.34 0.76 -0.96 -0.059
C 2.53811 -0.18601 -2.96347 -0.25 0.81 -0.09 -0.166
C 0.19331 6.18444 1.39248 -0.22 0.56 0.77 -0.251
O -2.45761 -3.09212 0.38808 -0.08 -0.17 0.09 -0.225
H 1.98058 0.62511 -2.50204 -0.20 -0.25 -0.21 0.093
H 0.84143 0.38325 5.55919 0.10 -0.19 -0.09 0.118
C 0.25632 7.20462 -0.79739 1.37 0.16 0.36 -0.219
H 4.65087 3.34827 2.63130 0.00 -0.30 0.12 0.126
O -0.33155 -5.76305 -0.93386 -0.07 0.97 0.10 -0.203
H 0.72317 -1.79966 8.04831 -0.14 0.48 -0.40 0.066
H 1.42903 2.38371 3.92296 0.53 0.26 -0.34 0.142
H 3.99229 4.81331 -4.68143 0.42 0.24 0.15 0.134
H 2.83653 -2.24906 -0.04183 -0.41 0.17 0.21 0.054
H -3.48227 3.53532 -6.50661 -0.02 0.15 0.52 0.129
H -7.48515 -2.87982 -0.99393 0.08 0.50 0.32 0.058
O 2.70898 2.85324 -3.29663 -0.95 -0.81 -0.51 -0.201
C 2.07755 5.80433 0.01114 1.29 0.16 -1.21 -0.262
O -0.49233 1.39497 -0.94957 0.80 0.42 0.44 -0.201
O -0.69181 -3.89603 -2.52811 0.06 0.06 -0.39 -0.202
H 0.27769 -3.29284 8.63573 -0.71 -0.01 0.59 0.074
H 3.15970 -0.73638 0.91757 -0.38 -0.08 -0.12 0.059
H -4.88519 -3.26271 -4.42688 -0.07 -0.17 0.12 0.112
H 2.03934 0.58232 -5.00515 -0.35 -0.17 0.34 0.120
O 4.88700 2.97424 0.64085 -0.11 -0.18 -1.28 -0.230
H -0.48185 -1.45006 0.66545 -0.01 0.37 0.48 0.111
H 0.51210 -3.39815 4.38818 0.49 0.47 0.11 0.066
H -0.09505 8.15705 2.21720 0.09 -0.06 0.14 0.077
S -2.50099 1.30958 -4.20561 0.36 0.35 -1.25 0.616
C 0.00770 -0.67629 0.08189 1.25 -0.44 -0.27 -0.140
C 1.15794 7.99328 -1.75647 -0.81 -0.13 -1.08 -0.081
C 5.43592 2.98864 1.97350 -0.20 0.58 -0.63 -0.143
H -1.84232 -1.50444 4.02398 -0.25 -0.27 -0.27 0.097
H -0.26597 -3.20398 2.89143 -0.22 0.25 -0.07 0.067
H 3.37362 -4.30442 -0.06627 0.30 -0.52 -0.14 0.106
N -5.94017 -2.22543 -2.99678 0.01 -0.40 -0.04 -0.199
H 5.02867 0.89554 2.19721 0.12 -0.04 -0.12 0.111
C 2.00742 1.48041 4.11194 -0.82 -0.12 0.57 -0.152
H -4.14616 1.44767 -7.12921 -0.26 -0.24 0.35 0.129
O -4.73829 -4.07461 0.54456 0.08 0.60 0.61 -0.207
O 4.97765 1.53851 6.04678 -0.15 0.35 0.17 -0.210
H -2.62777 0.25911 4.64763 -0.33 -0.49 -0.07 0.061
C 6.40851 -3.24263 2.55429 -0.87 0.58 1.04 -0.085
H 1.92630 8.58411 -1.26498 -0.02 -0.14 0.29 0.079
H 2.40518 6.03412 -1.00790 -0.12 0.01 -0.13 0.087
C -7.19864 -1.53381 -2.70964 -0.25 -0.81 0.73 -0.235
H -1.69902 3.56455 -1.16817 0.08 -0.09 -0.51 0.097
H -0.92270 -0.33125 -1.86465 -0.28 -0.45 0.15 0.128
C 3.56569 -6.21978 1.05782 0.26 -0.36 -0.68 -0.083
H -4.47660 -6.77232 0.02028 -0.11 0.21 0.20 0.133
H -4.39287 3.35651 -2.14482 -0.64 0.24 0.31 0.121
H 2.69445 -6.80767 0.75083 -0.16 0.27 0.06 0.059
N -1.11578 -1.79575 5.91424 -0.32 -0.31 -0.36 -0.174
H -4.55327 -4.04904 -1.50148 0.27 -0.33 -0.17 0.114
H 5.83817 -4.95231 1.47875 -0.24 -0.08 0.01 0.107
H 1.75543 4.75566 -0.05950 -0.26 0.13 0.44 0.103
H 0.52439 8.68740 -2.31988 0.09 0.07 0.06 0.070
O 4.78422 -0.30748 4.47810 -0.16 -0.46 0.12 -0.227
H 5.64178 -3.51155 0.52891 0.20 0.14 0.04 0.114
C 3.43437 -1.77675 0.73829 0.49 0.10 0.12 -0.063
C 1.22181 -6.25445 -2.64041 -0.15 -0.50 -0.63 -0.156
H -6.86875 -4.19339 -5.68008 0.28 -0.06 0.03 0.073
C 3.32080 -4.72512 0.95007 -1.14 0.60 0.65 -0.274
O 4.69087 0.82479 -0.51405 0.35 0.29 -0.79 -0.228
H -2.47294 0.93259 -7.23470 -0.01 -0.26 0.15 0.131
H 6.28416 -2.15566 2.62008 0.48 0.02 -0.69 0.054
O -3.21198 1.26524 -2.98356 -0.13 0.16 0.05 -0.214
O 0.61968 0.36381 0.89380 -0.41 1.15 0.27 -0.192
H -3.61364 2.47564 -0.80268 -0.20 -0.13 -0.24 0.106
O 0.45145 -3.49100 -0.40311 0.63 0.14 0.14 -0.211
O 2.17345 5.05475 -3.91145 -1.04 0.18 0.50 -0.201
H 3.72952 3.87042 -1.80564 -0.28 -0.13 0.03 0.119
C 3.50422 -2.56816 2.04957 1.25 -0.48 -0.21 -0.204
C 3.34155 5.98941 0.84218 0.34 0.09 1.39 -0.072
C -5.87578 -2.80983 -4.32089 0.36 0.31 -0.76 -0.276
H 6.06737 -3.48322 3.57113 0.21 -0.61 -0.15 0.085
O 6.59833 1.34937 0.91250 0.59 0.12 -1.31 -0.168
H -7.96878 -3.48299 -4.53994 0.18 0.42 -0.10 0.062
H -0.67574 -7.16706 -2.42520 -0.16 0.04 0.32 0.124
O -3.91956 5.82570 1.57368 -0.51 0.07 -0.16 -0.201
H 3.79502 -6.50710 2.08320 0.11 0.09 0.01 0.079
C -2.51791 4.23864 -1.41801 0.11 -1.60 1.14 -0.142
C -0.73103 -2.88695 6.82328 -0.50 0.12 -0.18 -0.260
H -5.10934 -1.83607 -0.57396 -0.08 0.15 0.18 0.064
S 0.19610 -4.32359 -1.51058 -0.46 -2.41 0.30 0.601
O -3.21684 -4.14798 2.47689 -0.03 -0.09 0.01 -0.201
O 1.72848 -1.36271 -2.98866 -0.27 -1.22 0.31 -0.197
H -1.47585 7.54442 1.33393 -0.23 0.05 0.26 0.053
O 6.30334 2.53246 -1.33984 0.52 -0.19 -0.06 -0.211
H -1.14446 6.92719 2.96649 -0.06 -0.06 -0.04 0.072
H -1.79746 3.11566 -6.69064 0.14 -0.34 0.10 0.132
H 1.45473 1.83459 6.24070 0.76 0.25 -0.08 0.136
H -3.23472 -1.83501 6.32328 0.21 -0.24 -0.63 0.121
O 0.29500 3.65940 -3.16750 0.24 -0.35 0.49 -0.209
H -2.38571 4.60007 -2.43142 -0.05 0.85 0.27 0.125
C -0.05400 -2.66103 3.81957 -0.69 -0.41 -0.26 -0.072
H 3.97914 5.88298 -3.25027 -0.30 0.05 0.24 0.138
H -4.74741 -0.53067 -3.29665 0.24 -0.17 0.10 0.095
S 1.46419 3.60518 -3.96743 0.97 1.84 -0.06 0.611
H 6.23968 3.72758 1.91328 0.23 -0.29 0.53 0.139
H 2.27503 -4.55349 1.23995 0.04 -0.03 -0.07 0.107
H 3.73180 0.58286 -4.59748 0.11 -0.31 -0.05 0.132
H -0.21110 6.31414 -1.23440 -0.16 0.22 -0.44 0.114
H 0.84811 -6.12360 -3.65821 0.01 0.12 0.06 0.129
O 1.30872 3.23435 -5.33145 0.34 -0.58 -0.01 -0.221
O 2.90564 -1.28392 -5.01033 0.03 -0.61 -0.01 -0.179
C -1.35222 -2.31784 4.55153 0.79 0.10 0.06 -0.249
H 1.60436 7.37233 -2.53486 0.22 -0.10 0.17 0.045
H 3.42744 -0.30433 -2.33868 0.08 -0.34 -0.31 0.124
O -1.19097 0.77424 -4.29254 0.27 0.17 0.19 -0.196
S 0.72940 1.71748 0.03080 -0.07 0.10 -0.88 0.606
H -7.78372 -1.34801 -3.61728 0.21 0.17 -0.08 0.113
H 4.21550 5.36456 0.63269 -0.34 -0.07 -0.71 0.049
H 1.72638 0.72828 3.37323 0.20 -0.09 0.03 0.121
C -2.35388 -1.16479 6.36508 -0.54 -0.33 0.82 -0.282
H -0.37659 5.33704 0.99267 -0.17 0.15 -0.01 0.085
H -5.87138 -5.02784 -0.83350 0.03 -0.07 -0.10 0.133
C 3.57777 4.97269 -3.68043 -0.06 -0.67 -1.41 -0.150
H 3.20450 5.79338 1.91499 -0.46 0.03 -0.07 0.067
H -1.98681 -3.21406 4.55525 -0.24 0.19 0.14 0.107
C -8.07267 -2.35919 -1.74676 -0.48 -0.02 -0.71 -0.080
H -3.65920 0.52772 6.07931 -0.11 -0.12 -0.16 0.075
H -1.94421 0.08988 -0.41390 -0.03 -0.15 -0.18 0.119
C -0.16725 -2.41554 8.15924 0.84 -0.48 -0.75 -0.078
H 0.86352 -1.15156 -0.39564 -0.32 -0.02 -0.44 0.092
C 3.76699 3.70365 -2.88253 0.62 0.80 0.56 -0.154
H -8.81891 -1.66591 -1.34747 0.02 -0.36 0.44 0.072
H 4.21935 -2.08220 2.71673 -0.41 0.36 0.07 0.076
H 4.73509 3.28230 -3.13785 -0.16 -0.45 0.04 0.127
S 5.62458 1.87633 -0.28660 -1.15 -0.37 2.71 0.637
O 0.42471 2.89796 0.75552 -0.40 -0.42 0.88 -0.219
H -5.88084 -2.04765 -5.12803 -0.15 0.17 0.21 0.118
C 1.71030 1.04551 5.53025 -1.42 -0.96 0.19 -0.158
C -6.93802 -3.83589 -4.65423 -0.78 -0.35 0.68 -0.093
H 3.66101 7.03328 0.81387 -0.04 0.00 -0.24 0.074

---

Total energy for every record listed, in sequence, given in eV: -58864.90717 -222288.85491.
Energy above the lowest of the compared OMol25 structures with the same formula, charge and spin for every record listed, in sequence, given in eV: 1.601 0.000.